16
Properties=species:S:1:pos:R:3 method="wB97M-V/def2-TZVPD" gap_ev=6.37 charge=-1 lumo_ev=3.46
S 2.4296 -0.3212 1.8063
O -0.4527 0.5611 -0.8051
N -2.1568 -0.0659 -2.3903
C -1.6193 -0.0590 -0.9957
C 1.5471 -1.1599 0.4287
C 1.2278 1.0591 2.0467
H 0.2631 0.6323 2.3153
H -1.5424 -1.1454 -0.7165
H -2.7424 0.7431 -2.5361
H -2.4671 0.3721 -0.4159
H 1.5593 1.7187 2.8455
H -1.4069 -0.0485 -3.0666
H 0.8371 -0.3963 0.0061
H 2.3564 -1.3410 -0.2816
H 1.0636 -2.1030 0.6718
H 1.1037 1.5538 1.0874



15
Properties=species:S:1:pos:R:3 method="wB97M-V/def2-TZVPD" gap_ev="8.52 / 7.91" lumo_ev="-0.21 / -0.53"
O 3.9535 0.2262 0.3588
N 1.5277 -0.2095 -0.5968
N 3.5065 -0.6320 -0.2713
C -0.5912 -1.4077 -0.0875
C 0.6823 -0.7638 0.4037
C 0.9700 0.7035 0.3322
C -0.0297 1.7103 -0.2040
H 1.1512 -1.2985 1.2280
H 0.2043 2.7093 0.1502
H -1.1041 -0.7594 -0.7913
H -1.0377 1.4516 0.1197
H 1.6449 1.0990 1.0943
H -0.0092 1.7108 -1.2924
H -0.3435 -2.3364 -0.6002
H -1.2524 -1.6351 0.7468



19
Properties=species:S:1:pos:R:3 method="wB97M-V/def2-TZVPD" gap_ev="8.32 / 8.32" charge=+1 lumo_ev="-4.83 / -4.83"
S 0.2309 -1.8687 -1.3727
O 0.3252 0.6213 -1.8257
N -0.0095 -0.7747 1.0895
N 2.0666 -3.4384 0.3754
N 0.6275 -1.7308 0.3860
N 1.5616 -2.4701 0.9560
C -0.5677 -0.3301 -1.3813
C -0.8770 -0.0022 0.4789
C 0.2369 -0.5709 2.4902
C -0.1895 1.7684 -2.6082
H -0.7148 1.6317 -3.5180
H 1.0049 -1.1394 2.8235
H -1.4720 -0.4508 -1.9516
H -0.5705 -0.9991 2.9362
H 0.4286 0.5354 2.6332
H -0.7618 2.4080 -1.9254
H -1.2474 0.9370 0.8711
H 0.7785 2.2686 -2.9368
H 2.8950 -3.7688 0.7837



Energy relative to the best compared isomer or geometry (same formula, charge and spin) readings, ordered: 39.84, 131.14, 158.49 kcal per mole